(1)
Molecular formula: C18H12N5O11SW
Method: DFT, the ωB97M-V functional and the def2-TZVPD basis

```
48
C18H12N5O11SW the ωB97M-V functional and the def2-TZVPD basis
W 0.30 -0.52 -1.32
C 0.27 -2.03 2.30
C 0.58 -0.62 1.97
N 0.56 -0.04 0.77
C 0.91 1.29 0.96
C 1.14 1.51 2.27
N 0.92 0.30 2.88
C 1.63 2.67 3.09
O 1.84 3.81 2.46
O 1.83 2.49 4.26
C 1.04 2.11 -0.24
O 1.28 3.27 -0.29
O 0.86 1.31 -1.32
H -0.81 -2.18 2.39
H 0.74 -2.31 3.24
H 0.64 -2.69 1.51
H 1.03 0.17 3.88
H 1.63 3.77 1.50
S 2.51 -1.18 -1.59
C 3.44 -0.08 -0.52
C 3.86 1.16 -0.97
C 4.54 2.00 -0.10
C 4.80 1.60 1.20
C 4.41 0.33 1.63
C 3.73 -0.51 0.78
H 3.65 1.47 -1.98
H 4.86 2.98 -0.44
H 5.33 2.26 1.88
H 4.65 0.01 2.64
H 3.43 -1.50 1.10
O -5.67 -4.02 -2.90
N -5.90 -2.86 -2.62
O -6.98 -2.32 -2.62
C -4.73 -2.02 -2.26
C -4.94 -0.69 -1.94
C -3.85 0.08 -1.58
C -2.56 -0.44 -1.58
O -1.48 0.29 -1.33
C -2.41 -1.80 -1.91
C -3.48 -2.60 -2.26
N -1.10 -2.39 -1.86
O -0.53 -2.07 -0.59
O -0.23 -1.53 -2.78
N -4.09 1.48 -1.19
O -3.38 1.92 -0.30
O -4.97 2.07 -1.76
H -5.93 -0.27 -1.96
H -3.35 -3.65 -2.51
```

Output
LUMO energy (eV): -6.12
E_tot (a.u.): -2259.4419
2S+1: 1
M (g mol⁻¹): 690.2
Net charge: +1
ΔE to the lowest compared entry with this formula, charge and spin (kJ/mol): 28.08

Atom charges from the Mulliken analysis, given in e for atoms 1 to 2: number 1, W, carries 2.183; number 2, C, carries -1.366

(2)
Molecular formula: C18H13ClIrN2O3
Method: DFT, the ωB97M-V functional and the def2-TZVPD basis

```
38
C18H13ClIrN2O3 the ωB97M-V functional and the def2-TZVPD basis
Ir -0.82 0.70 0.68
Cl -3.30 -1.79 -5.69
C -2.93 -1.02 -4.20
C -3.75 0.03 -3.75
C -3.46 0.66 -2.56
C -2.37 0.28 -1.78
O -2.20 0.96 -0.64
C -1.53 -0.79 -2.23
C -0.39 -1.29 -1.57
N 0.08 -0.84 -0.39
C 1.16 -1.32 0.22
C 2.01 -2.40 -0.29
C 3.07 -2.81 0.45
C 3.38 -2.23 1.70
C 2.59 -1.17 2.24
C 2.84 -0.56 3.47
C 2.01 0.46 3.93
C 0.94 0.85 3.16
N 0.68 0.28 1.96
C 1.48 -0.72 1.51
C -1.85 -1.41 -3.46
H -4.60 0.34 -4.34
H -4.08 1.47 -2.19
H 0.14 -2.10 -2.06
H 1.80 -2.87 -1.24
H 3.70 -3.61 0.07
H 4.23 -2.58 2.27
H 3.69 -0.89 4.06
H 2.18 0.94 4.88
H 0.26 1.62 3.49
H -1.23 -2.22 -3.83
C 0.01 3.91 0.36
O -0.93 3.65 1.43
C -1.35 2.42 1.59
O -2.17 2.09 2.41
H 0.18 4.98 0.39
H -0.41 3.62 -0.59
H 0.94 3.38 0.54
```

Output
LUMO energy (alpha / beta) (eV): -4.29 / -6.51
E_tot (a.u.): -1593.1608
2S+1: 5
M (g mol⁻¹): 533.0
Net charge: +1

Atom charges from the Mulliken analysis, given in e for atoms 1 to 2: number 1, Ir, carries 0.784; number 2, Cl, carries -0.187

(3)
Molecular formula: C18H13ClN2O2S
Method: DFT, the ωB97M-V functional and the def2-TZVPD basis

```
37
C18H13ClN2O2S the ωB97M-V functional and the def2-TZVPD basis
C -2.64 -2.91 0.47
C -3.39 -1.87 -0.21
C -4.40 -2.20 -1.01
C -5.23 -1.32 -1.67
C -4.92 0.03 -1.55
C -3.87 0.41 -0.70
C -3.04 -0.51 -0.05
C -1.95 0.02 0.62
C -0.74 0.05 -0.01
N -0.48 -0.42 -1.36
C 0.89 -0.46 -1.53
S 1.53 -0.99 -2.98
N 1.50 -0.02 -0.34
C 2.83 -0.20 0.04
O 3.48 -0.87 -0.72
C 3.66 0.82 0.56
C 4.03 0.77 1.95
C 4.72 1.82 2.58
C 5.05 3.01 1.79
C 4.73 2.95 0.39
C 4.18 1.89 -0.26
Cl 4.01 1.98 -2.03
C 0.56 0.43 0.54
O 0.67 0.92 1.69
H -1.80 -3.20 -0.11
H -3.23 -3.69 0.75
H -2.22 -2.50 1.38
H -4.68 -3.20 -1.10
H -6.17 -1.69 -2.23
H -5.54 0.74 -2.11
H -3.70 1.46 -0.61
H -2.09 0.36 1.65
H -1.10 -1.03 -1.87
H 3.72 -0.02 2.64
H 4.93 1.77 3.62
H 5.66 3.86 1.99
H 5.03 3.81 -0.20
```

Output
SMILES string: Cc1ccccc1/C=C1\NC(=S)N(C(=O)c2ccccc2Cl)C1=O
LUMO energy (eV): -0.64
E_tot (a.u.): -1812.0077
2S+1: 1
M (g mol⁻¹): 356.8
Net charge: 0
ΔE to the lowest compared entry with this formula, charge and spin (kJ/mol): 0.00

Atom charges from the Mulliken analysis, given in e for atoms 1 to 2: number 1, C, carries -1.920; number 2, C, carries 0.955

(4)
Molecular formula: C18H13F2N3OS
Method: DFT, the ωB97M-V functional and the def2-TZVPD basis

```
38
C18H13F2N3OS the ωB97M-V functional and the def2-TZVPD basis
N -1.85 1.34 2.84
C -1.44 0.45 1.90
N -2.46 -0.15 1.34
C -2.18 -1.07 0.38
C -3.30 -1.93 -0.15
C -3.17 -2.87 -1.12
C -4.44 -3.52 -1.33
C -5.28 -2.90 -0.44
C -6.71 -3.24 -0.22
F -7.41 -2.11 -0.45
F -7.07 -4.21 -1.07
O -4.58 -1.95 0.29
N -0.95 -1.27 -0.08
C 0.02 -0.59 0.46
S 1.69 -0.61 -0.09
C 2.15 0.61 1.10
C 3.57 1.10 1.23
C 4.16 1.67 -0.07
C 3.93 2.99 -0.44
C 4.32 3.52 -1.69
C 5.04 2.70 -2.56
C 5.30 1.36 -2.24
C 4.85 0.84 -0.99
C 1.07 1.04 1.85
C -0.15 0.33 1.44
H -1.29 2.16 2.97
H -2.84 1.45 2.77
H -2.23 -3.08 -1.62
H -4.67 -4.26 -2.09
H -6.83 -3.57 0.81
H 4.25 0.30 1.59
H 3.58 1.91 1.99
H 3.44 3.65 0.24
H 4.15 4.54 -1.93
H 5.37 3.05 -3.54
H 5.82 0.69 -2.91
H 5.02 -0.20 -0.78
H 1.12 1.80 2.61
```

Output
SMILES string: Nc1nc(-c2ccc(C(F)F)o2)nc2sc(Cc3ccccc3)cc12
LUMO energy (eV): 0.20
E_tot (a.u.): -1531.1564
2S+1: 1
M (g mol⁻¹): 357.4
Net charge: 0
ΔE to the lowest compared entry with this formula, charge and spin (kJ/mol): 0.00

Atom charges from the Mulliken analysis, given in e for atoms 1 to 2: number 1, N, carries -0.510; number 2, C, carries 0.741

(5)
Molecular formula: C18H13LiN2O2
Method: DFT, the ωB97M-V functional and the def2-TZVPD basis

```
36
C18H13LiN2O2 the ωB97M-V functional and the def2-TZVPD basis
N -6.17 1.24 2.43
C -5.02 1.07 2.35
C -3.60 0.85 2.27
C -3.08 -0.45 2.21
C -1.71 -0.65 2.09
C -0.81 0.45 2.04
C 0.61 0.22 1.90
C 1.58 1.16 2.23
N 2.92 0.87 2.06
O 3.85 1.65 2.31
O 3.15 -0.32 1.59
C -1.35 1.76 2.17
C -2.73 1.95 2.27
H -3.77 -1.30 2.24
H -1.31 -1.66 2.04
H 0.89 -0.84 1.93
H 1.35 2.15 2.64
H -0.68 2.61 2.16
H -3.14 2.96 2.34
C 3.02 -0.29 -2.83
Li 2.00 -1.39 0.63
C 3.00 0.43 -1.60
C 1.68 0.35 -1.03
C 0.86 -0.39 -1.96
C 1.73 -0.87 -3.02
C 1.22 -1.78 -3.96
C -0.13 -2.11 -3.94
C -1.00 -1.52 -2.99
C -0.51 -0.67 -2.00
H 3.89 -0.49 -3.46
H 3.84 0.98 -1.15
H 1.26 1.02 -0.29
H 1.91 -2.21 -4.71
H -0.53 -2.80 -4.67
H -2.05 -1.76 -3.03
H -1.16 -0.21 -1.26
```

Output
LUMO energy (alpha / beta) (eV): 1.94 / 1.71
E_tot (a.u.): -961.1927
2S+1: 2
M (g mol⁻¹): 296.3
Net charge: -1
ΔE to the lowest compared entry with this formula, charge and spin (kJ/mol): 0.00

Atom charges from the Mulliken analysis, given in e for atoms 1 to 2: number 1, N, carries -0.576; number 2, C, carries 0.042

(6)
Molecular formula: C18H14AsF8I2N3OV
Method: DFT, the ωB97M-V functional and the def2-TZVPD basis

```
48
C18H14AsF8I2N3OV the ωB97M-V functional and the def2-TZVPD basis
V -0.04 0.98 -0.50
I -3.09 2.54 0.13
C -2.61 3.34 -1.80
I -1.66 1.84 -3.00
H -1.92 4.18 -1.68
H -3.53 3.65 -2.30
F 2.61 -2.13 -3.94
C 2.51 -1.68 -2.71
C 1.44 -0.82 -2.40
C 1.31 -0.37 -1.11
C 2.25 -0.72 -0.12
C 3.28 -1.63 -0.46
F 4.15 -2.01 0.46
C 3.41 -2.11 -1.75
C 2.12 0.00 1.13
C 3.03 0.00 2.20
C 2.78 0.80 3.30
C 1.63 1.57 3.33
C 0.78 1.54 2.23
N 1.01 0.78 1.17
H 0.76 -0.54 -3.20
H 4.22 -2.78 -2.00
H 3.93 -0.59 2.16
H 3.48 0.83 4.13
H 1.40 2.20 4.17
H -0.11 2.17 2.20
N -4.95 -4.00 0.37
C -3.97 -3.64 1.19
O -3.73 -4.14 2.26
C -3.05 -2.51 0.73
C -2.72 -2.25 -0.59
C -1.82 -1.23 -0.86
N -1.24 -0.47 0.08
C -1.56 -0.74 1.36
C -2.44 -1.75 1.72
H -5.58 -4.72 0.69
H -5.17 -3.54 -0.50
H -3.14 -2.81 -1.41
H -1.56 -1.01 -1.90
H -1.10 -0.14 2.13
H -2.65 -1.95 2.76
F 0.20 2.88 -0.14
As 1.78 3.54 -1.15
F 0.56 4.34 -2.08
F 1.41 2.05 -2.15
F 3.12 3.92 -2.09
F 2.63 2.39 -0.10
F 1.86 4.76 0.03
```

Output
LUMO energy (alpha / beta) (eV): -9.49 / -8.93
E_tot (a.u.): -5507.4589
2S+1: 2
M (g mol⁻¹): 820.0
Net charge: +2
ΔE to the lowest compared entry with this formula, charge and spin (kJ/mol): 79.82

Atom charges from the Mulliken analysis, given in e for atoms 1 to 2: number 1, V, carries -0.467; number 2, I, carries 0.228

> The lowest M belongs to which entry?

C18H13LiN2O2